# 1
121
Properties=species:S:1:pos:R:3:lowdin_charge:R:1 method="wB97M-V/def2-TZVPD" homo_energy_ev=-8.96 homo_lumo_gap_ev=9.13 smiles="C[Si](C)(CCC(F)(F)PCC(=O)Br)c1ccccc1.CCOC(=O)C(F)(F)F.CCOC(=O)C(F)(F)F.CCOC(=O)C(F)(F)F.CCOC(=O)C(F)(F)F.CCOC(=O)C(F)(F)F.CCOC(=O)C(F)(F)F" fmax_ha_per_bohr=0.056
C -3.64856 7.83493 3.82050 -0.1945
Si -3.18540 6.13287 4.59934 0.5768
C -2.67818 6.53405 6.41403 -0.1789
C -1.67108 5.52457 3.58489 -0.2448
C -1.01186 4.19754 4.13776 -0.1904
C -1.21761 2.93708 3.24199 -0.6501
F -2.56904 2.56693 3.22792 0.0046
F -0.55959 1.87639 3.91417 -0.0349
P -0.41686 3.02640 1.54194 1.0284
C -1.42955 4.00567 0.30789 -0.3912
C -2.98027 3.81538 0.39624 -0.8126
O -3.53234 2.77423 0.39113 0.0300
Br -4.13145 5.43570 0.57594 0.6892
C -4.67531 4.95686 4.53499 -0.2352
C -4.72066 3.65113 5.22241 -0.0887
C -5.90329 2.82198 5.13475 -0.0867
C -7.07785 3.25934 4.40562 -0.0872
C -7.08282 4.53355 3.70364 -0.0746
C -5.87454 5.35819 3.77031 -0.1148
H -2.95072 8.63746 4.19090 0.0416
H -4.71739 8.10760 3.98881 0.0274
H -3.46439 7.75441 2.71244 0.0134
H -2.32929 7.60038 6.50471 0.0419
H -3.61377 6.47981 7.03707 0.0225
H -1.92264 5.81717 6.82208 0.0306
H -0.91602 6.36202 3.64434 0.0921
H -2.00966 5.47833 2.52031 0.0169
H 0.06636 4.34301 4.41638 0.1255
H -1.53088 3.96348 5.11374 0.0987
H -0.43159 1.66931 1.07650 -0.0532
H -1.11829 3.64588 -0.71595 0.0984
H -1.21365 5.10687 0.31358 0.0693
H -3.79954 3.35756 5.77350 0.0939
H -5.89046 1.83087 5.65153 0.1000
H -8.01339 2.65242 4.34952 0.0980
H -7.95208 4.89755 3.10429 0.0993
H -5.80379 6.33802 3.24981 0.0644
C -5.11642 10.28429 11.91455 -0.0613
C -5.71132 8.91095 11.68030 -0.2016
O -6.20943 8.79406 10.33738 0.0286
C -5.30409 8.48961 9.40105 -0.3825
O -4.13810 8.31665 9.60891 0.1683
C -5.98205 8.34935 8.03723 -0.5236
F -6.86937 9.33155 7.79928 0.1605
F -6.65980 7.19224 7.93510 0.1642
F -5.10327 8.37325 7.02635 0.1477
H -5.84199 11.06265 11.67031 0.0836
H -4.81171 10.39885 12.95553 0.0830
H -4.24486 10.44835 11.27861 0.0780
H -6.56483 8.76138 12.34196 0.1257
H -4.99270 8.11882 11.89742 0.1258
C -0.06881 -1.15015 -0.09205 -0.0627
C 1.41903 -0.87078 -0.14858 -0.2002
O 2.02152 -1.54547 -1.26593 0.0309
C 1.92597 -0.92386 -2.44510 -0.3851
O 1.38310 0.12848 -2.62168 0.1696
C 2.64981 -1.72940 -3.52520 -0.5159
F 2.38204 -3.04433 -3.45097 0.1593
F 3.98889 -1.60291 -3.42774 0.1489
F 2.31884 -1.34355 -4.76287 0.1677
H -0.25772 -2.22532 -0.07953 0.0846
H -0.51111 -0.70384 0.79962 0.0690
H -0.57812 -0.74702 -0.96950 0.0798
H 1.90136 -1.26126 0.74765 0.1292
H 1.62676 0.20043 -0.18478 0.1180
C 0.44996 -5.82609 -4.82563 -0.0552
C -0.68596 -5.25449 -4.00339 -0.1981
O -1.54811 -6.30308 -3.52884 0.0295
C -1.14856 -6.93272 -2.41872 -0.3866
O -0.14475 -6.68404 -1.81598 0.1700
C -2.18238 -7.98255 -2.00665 -0.5271
F -2.62209 -8.70409 -3.05255 0.1585
F -3.26519 -7.41241 -1.44508 0.1587
F -1.69426 -8.85286 -1.11505 0.1649
H 0.06289 -6.44592 -5.63667 0.0852
H 1.05697 -5.02606 -5.25105 0.0765
H 1.09404 -6.46329 -4.21669 0.0795
H -1.29919 -4.60391 -4.62776 0.1165
H -0.31693 -4.64924 -3.17303 0.1196
C 6.68226 -1.51652 -4.95331 -0.0621
C 7.10156 -2.51833 -3.89770 -0.1993
O 7.83332 -3.60637 -4.48937 0.0259
C 9.13540 -3.38848 -4.70556 -0.3844
O 9.71069 -2.37236 -4.44629 0.1762
C 9.78896 -4.64262 -5.28819 -0.5131
F 9.04791 -5.20760 -6.25716 0.1623
F 9.97396 -5.58960 -4.34356 0.1309
F 10.98762 -4.39524 -5.82613 0.1715
H 6.12193 -2.01064 -5.74959 0.0878
H 6.06078 -0.73511 -4.51698 0.0730
H 7.55159 -1.04794 -5.41809 0.0801
H 6.21758 -2.95487 -3.43279 0.1157
H 7.68298 -2.04654 -3.10360 0.1288
C -3.50504 -1.04697 -6.74857 -0.0598
C -3.51087 -2.01141 -7.91684 -0.1992
O -2.29514 -1.89924 -8.67601 0.0317
C -1.24546 -2.57888 -8.20499 -0.3824
O -1.25667 -3.25372 -7.21573 0.1596
C -0.04362 -2.40727 -9.13596 -0.5267
F 0.11906 -1.13236 -9.52878 0.1611
F -0.17861 -3.14448 -10.25321 0.1630
F 1.10359 -2.78302 -8.55706 0.1626
H -3.32257 -0.02768 -7.09433 0.0844
H -4.45931 -1.07607 -6.22125 0.0840
H -2.71088 -1.29171 -6.04104 0.0757
H -4.32550 -1.76153 -8.59683 0.1264
H -3.66933 -3.04015 -7.58872 0.1254
C 8.98099 -8.23601 -3.58441 -0.0536
C 7.83612 -7.65756 -2.77979 -0.1969
O 6.96910 -8.70027 -2.30171 0.0288
C 7.35745 -9.31732 -1.18064 -0.3865
O 8.35547 -9.06227 -0.57111 0.1704
C 6.31916 -10.36202 -0.76677 -0.5274
F 5.88945 -11.09534 -1.80873 0.1582
F 5.23166 -9.78554 -0.22244 0.1606
F 6.79852 -11.22259 0.13953 0.1636
H 8.60243 -8.86516 -4.39296 0.0888
H 9.58965 -7.44250 -4.01112 0.0529
H 9.62005 -8.86605 -2.96272 0.0830
H 7.22693 -7.01459 -3.41632 0.1256
H 8.19622 -7.04328 -1.95239 0.1269

***

# 2
85
Properties=species:S:1:pos:R:3:lowdin_charge:R:1 method="wB97M-V/def2-TZVPD" homo_energy_ev=-7.67 de_lowest_ev=0.052 homo_lumo_gap_ev=7.70 fmax_ha_per_bohr=0.003
Bi -0.98962 -0.05230 0.48325 1.4841
C -0.68895 -2.80829 2.94364 -0.0659
N 0.45174 -2.01001 2.49163 -0.2261
C 1.54779 -2.89181 2.12068 -0.0918
C 0.78915 -0.94687 3.38153 -0.2143
C 1.99086 -0.91285 4.08180 -0.0218
C 2.30973 0.16401 4.89855 -0.0841
C 1.42554 1.22167 5.03014 -0.0846
C 0.23319 1.20610 4.32177 -0.0460
C -0.09865 0.14065 3.49265 -0.2922
N -1.25742 0.18092 2.68695 -0.1828
C -2.51001 0.08001 3.24954 -0.2660
C -2.73402 0.06704 4.63830 -0.0204
C -4.00657 -0.06451 5.16197 -0.0855
C -5.11145 -0.19671 4.33285 -0.0944
C -4.90789 -0.21074 2.96336 -0.0391
C -3.63812 -0.08201 2.42350 -0.2189
N -3.45120 -0.14732 0.97612 -0.3384
C -4.24802 0.88667 0.28434 -0.0984
C -3.80595 -1.48031 0.45245 -0.1006
H -0.41740 -3.44291 3.79775 0.0979
H -1.01578 -3.45952 2.12899 0.0819
H -1.51826 -2.17273 3.24070 0.0701
H 1.85308 -3.55452 2.94256 0.0935
H 2.41485 -2.32006 1.79737 0.0712
H 1.22348 -3.51997 1.28927 0.0814
H 2.69251 -1.73062 3.99218 0.1041
H 3.25230 0.16904 5.43020 0.1040
H 1.66893 2.06557 5.66231 0.1038
H -0.45326 2.04302 4.37588 0.1257
H -1.89076 0.16102 5.30754 0.1042
H -4.13337 -0.06411 6.23732 0.1046
H -6.10777 -0.29413 4.74055 0.0987
H -5.75702 -0.33031 2.30138 0.1087
H -5.31585 0.69175 0.41135 0.0891
H -4.00326 0.87234 -0.77646 0.0402
H -4.00433 1.86047 0.69978 0.0739
H -4.86432 -1.70080 0.61249 0.0932
H -3.21455 -2.24181 0.96448 0.0812
H -3.59646 -1.50660 -0.61882 0.0656
N 1.22207 0.69081 -3.81020 0.1253
C 2.01828 1.56401 -4.58150 -0.2448
C 1.48517 2.29201 -5.63301 -0.0183
C 2.31411 3.12901 -6.36846 -0.0769
C 3.66939 3.20416 -6.08632 -0.0901
C 4.20420 2.45060 -5.04941 -0.1004
C 3.37226 1.65872 -4.27536 -0.4641
S 3.94889 0.78118 -2.85898 0.9709
N 2.95461 -0.61011 -2.88780 -0.2223
C 1.74950 -0.46312 -3.28128 -0.3973
C 0.81157 -1.62615 -3.19549 -0.2542
C 0.01700 -1.96103 -4.28536 -0.0237
C -0.85532 -3.02798 -4.16880 -0.0515
C -0.90840 -3.71717 -2.96807 -0.0556
C -0.06985 -3.31198 -1.94130 -0.1414
N 0.77892 -2.29309 -2.04295 0.1109
H 0.22749 0.68939 -3.98911 0.0789
H 0.42560 2.23387 -5.84933 0.0932
H 1.89171 3.72044 -7.16959 0.1062
H 4.31214 3.84932 -6.66980 0.1023
H 5.26160 2.49511 -4.82108 0.1040
H 0.08371 -1.39433 -5.20445 0.1235
H -1.48693 -3.31412 -4.99923 0.1133
H -1.57955 -4.55317 -2.82755 0.1051
H -0.07868 -3.83063 -0.98768 0.0993
S -1.24084 2.47267 0.47831 0.6001
C -1.42430 2.94195 -1.20413 -0.6952
C -1.30802 4.35614 -1.40608 -0.2897
N -1.20846 5.49493 -1.53415 0.1713
C -1.66218 2.12541 -2.25812 -0.7541
S -1.80967 0.39652 -2.23006 0.5176
C -1.74754 2.69678 -3.57593 -0.2853
N -1.80146 3.06508 -4.66480 0.1760
N 4.50615 -1.14675 -0.24040 0.1299
C 3.68938 -0.20461 0.33177 -0.4151
C 2.29460 -0.31521 0.19203 -0.1307
N 1.49073 0.57063 0.74464 -0.0581
C 2.02614 1.58350 1.43686 -0.1411
C 3.39448 1.65428 1.59177 -0.1002
N 4.23049 0.76915 1.04993 0.1447
H 4.16141 -1.54425 -1.10528 0.0633
H 5.47887 -0.88143 -0.25998 0.0980
H 1.85755 -1.12655 -0.38161 0.0735
H 1.35336 2.31176 1.86531 0.0844
H 3.83696 2.45581 2.17021 0.1123